Entry 1:
{"formula": "C15H35BrN3SiSr", "method": "ωB97M-V/def2-TZVPD", "relative_energy_ev": 0.000, "total_charge": 1, "homo_lumo_gap_ev": 9.62, "molar_mass_g_mol": 453.08, "symbols": ["Sr", "N", "C", "C", "N", "H", "H", "H", "H", "H", "H", "H", "H", "N", "C", "C", "C", "C", "C", "Si", "Br", "C", "C", "C", "C", "C", "C", "C", "C", "H", "H", "H", "H", "H", "H", "H", "H", "H", "H", "H", "H", "H", "H", "H", "H", "H", "H", "H", "H", "H", "H", "H", "H", "H", "H", "H"], "coordinates": [[-2.060, 2.399, 1.637], [-2.443, 5.014, 1.735], [-2.422, 5.329, 3.184], [-1.124, 4.893, 3.832], [-1.032, 3.413, 3.885], [-1.891, 5.705, 1.235], [-3.397, 5.141, 1.402], [-3.266, 4.814, 3.647], [-2.556, 6.398, 3.362], [-1.064, 5.333, 4.830], [-0.272, 5.268, 3.261], [-1.681, 3.078, 4.595], [-0.111, 3.156, 4.228], [-5.406, 2.206, 3.151], [-4.324, 2.224, 2.735], [2.490, -1.707, -2.988], [2.141, -0.579, -1.992], [1.843, 0.699, -2.792], [3.388, -0.289, -1.144], [0.669, -1.168, -0.936], [-0.044, 0.887, 0.096], [-0.882, -1.699, -1.907], [-1.069, -0.871, -3.187], [-0.714, -3.180, -2.306], [-2.184, -1.562, -1.102], [1.099, -2.250, 0.573], [-0.155, -2.856, 1.219], [2.000, -3.409, 0.095], [1.841, -1.488, 1.683], [3.382, -1.413, -3.549], [1.697, -1.883, -3.713], [2.717, -2.653, -2.493], [2.713, 0.919, -3.416], [1.684, 1.558, -2.140], [0.983, 0.607, -3.452], [4.177, 0.074, -1.808], [3.775, -1.175, -0.643], [3.207, 0.485, -0.396], [-0.258, -1.004, -3.902], [-1.171, 0.195, -2.975], [-1.989, -1.200, -3.678], [0.197, -3.364, -2.877], [-1.558, -3.469, -2.940], [-0.717, -3.846, -1.443], [-2.420, -0.517, -0.897], [-2.178, -2.104, -0.160], [-3.004, -1.962, -1.705], [-0.690, -3.535, 0.557], [-0.851, -2.089, 1.565], [0.154, -3.436, 2.093], [1.542, -4.006, -0.695], [2.186, -4.079, 0.939], [2.970, -3.061, -0.259], [1.222, -0.705, 2.122], [2.773, -1.039, 1.354], [2.082, -2.199, 2.479]], "forces_ev_per_angstrom": [[-0.2, 0.2, 0.2], [-0.1, -0.1, 0.0], [0.0, 0.2, 0.1], [-0.1, -0.1, 0.0], [0.1, 0.0, 0.0], [0.0, 0.0, 0.0], [0.0, 0.0, 0.0], [0.0, 0.0, 0.0], [0.0, 0.0, 0.0], [0.0, 0.0, 0.0], [0.0, 0.0, 0.0], [0.0, 0.0, 0.0], [0.0, 0.0, -0.1], [0.1, 0.1, 0.0], [0.0, 0.0, 0.0], [0.0, 0.0, 0.0], [0.0, 0.0, 0.0], [0.0, 0.0, 0.0], [0.0, 0.0, 0.0], [-0.1, 0.1, 0.0], [0.3, -0.2, -0.2], [0.0, 0.0, 0.0], [0.0, 0.0, 0.0], [0.0, 0.0, 0.0], [0.0, 0.0, 0.0], [0.0, 0.0, 0.0], [0.0, 0.0, 0.0], [0.0, 0.0, 0.0], [0.0, 0.0, 0.0], [0.0, 0.0, 0.0], [0.0, 0.0, 0.0], [0.0, 0.0, 0.0], [0.0, 0.0, 0.0], [0.0, 0.0, 0.0], [0.1, 0.0, 0.0], [0.0, 0.0, 0.0], [0.0, 0.0, 0.0], [0.0, 0.0, 0.0], [0.0, 0.0, 0.0], [0.0, 0.0, 0.0], [0.0, 0.0, 0.0], [0.0, 0.0, 0.0], [0.0, 0.0, 0.0], [0.0, 0.0, 0.0], [0.0, 0.0, 0.0], [0.0, 0.0, 0.0], [0.0, 0.0, 0.0], [0.0, 0.0, 0.0], [0.0, 0.0, 0.0], [0.0, 0.0, 0.0], [0.0, 0.0, 0.0], [0.0, 0.0, 0.0], [0.0, 0.0, 0.0], [0.0, 0.0, 0.0], [0.1, 0.0, -0.1], [0.0, 0.0, 0.0]], "mulliken_charge": [1.71, -0.59, -0.58, -0.53, -0.58, 0.20, 0.25, 0.36, 0.39, 0.37, 0.35, 0.24, 0.22, -0.38, -0.61, -1.66, 2.23, -1.71, -1.95, -0.10, -0.52, 2.12, -2.07, -1.64, -1.79, 2.21, -2.02, -1.73, -1.72, 0.54, 0.31, 0.30, 0.51, 0.31, 0.33, 0.58, 0.34, 0.32, 0.35, 0.36, 0.58, 0.30, 0.54, 0.29, 0.27, 0.33, 0.51, 0.33, 0.29, 0.59, 0.31, 0.54, 0.32, 0.27, 0.33, 0.52]}

Entry 2:
{"formula": "C15H35ClN5O5", "method": "ωB97M-V/def2-TZVPD", "relative_energy_ev": 1.950, "total_charge": -1, "homo_lumo_gap_ev": 7.89, "molar_mass_g_mol": 400.93, "symbols": ["Cl", "C", "C", "O", "N", "C", "H", "H", "H", "H", "H", "H", "H", "C", "C", "O", "N", "C", "H", "H", "H", "H", "H", "H", "H", "C", "C", "O", "N", "C", "H", "H", "H", "H", "H", "H", "H", "C", "C", "O", "N", "C", "H", "H", "H", "H", "H", "H", "H", "C", "C", "O", "N", "C", "H", "H", "H", "H", "H", "H", "H"], "coordinates": [[-0.122, 0.573, -0.346], [-0.227, -3.030, -1.486], [-1.397, -3.283, -0.573], [-2.483, -2.756, -0.733], [-1.155, -4.134, 0.469], [-2.198, -4.586, 1.364], [-0.265, -2.022, -1.871], [-0.286, -3.776, -2.288], [0.727, -3.237, -0.994], [-0.246, -4.544, 0.587], [-3.166, -4.227, 1.033], [-2.005, -4.265, 2.387], [-2.244, -5.681, 1.328], [0.687, -2.423, 2.992], [2.010, -2.327, 2.232], [2.931, -3.115, 2.458], [2.073, -1.328, 1.328], [3.299, -0.948, 0.697], [-0.076, -2.976, 2.452], [0.322, -1.430, 3.247], [0.927, -2.969, 3.905], [1.214, -0.802, 1.191], [3.526, -1.625, -0.137], [4.139, -1.002, 1.386], [3.211, 0.056, 0.295], [-4.551, 5.913, 0.553], [-3.230, 5.447, 1.132], [-2.639, 6.131, 1.958], [-2.786, 4.254, 0.711], [-1.556, 3.634, 1.136], [-4.379, 6.833, -0.005], [-5.273, 6.048, 1.352], [-4.962, 5.200, -0.169], [-3.250, 3.810, -0.063], [-1.046, 3.179, 0.291], [-1.683, 2.907, 1.940], [-0.884, 4.373, 1.579], [-0.103, -0.505, -4.211], [-1.350, -0.834, -5.029], [-2.391, -1.209, -4.546], [-1.186, -0.749, -6.393], [-2.268, -1.015, -7.304], [0.509, -1.406, -4.227], [-0.445, -0.337, -3.190], [0.392, 0.374, -4.615], [-0.362, -0.302, -6.751], [-3.234, -0.854, -6.835], [-2.260, -2.055, -7.665], [-2.167, -0.426, -8.218], [4.387, 0.483, 4.521], [4.172, 1.213, 3.215], [5.078, 1.328, 2.407], [2.932, 1.716, 3.025], [2.548, 2.436, 1.844], [4.428, -0.575, 4.246], [3.551, 0.607, 5.209], [5.327, 0.781, 4.970], [2.197, 1.556, 3.689], [2.116, 3.416, 2.070], [1.763, 1.943, 1.256], [3.410, 2.545, 1.194]], "forces_ev_per_angstrom": [[0.2, 0.0, 0.1], [0.2, -0.9, 0.0], [-0.2, 0.7, 0.1], [0.1, -0.4, 0.0], [-0.2, -0.2, 0.1], [0.2, -0.5, -0.2], [0.0, 0.1, 0.0], [-0.1, 0.3, -0.2], [0.0, 0.3, 0.1], [0.1, 0.1, -0.2], [0.1, 0.3, -0.1], [-0.1, 0.0, 0.1], [0.0, 0.1, 0.2], [0.6, -0.1, 0.3], [0.0, -0.1, -0.3], [-0.2, 0.3, 0.0], [-0.6, -0.5, 1.2], [0.3, -0.3, -0.8], [0.0, 0.1, -0.2], [-0.2, 0.0, -0.1], [-0.2, 0.0, 0.0], [0.2, 0.4, -0.6], [0.0, 0.1, 0.0], [-0.1, 0.1, 0.1], [-0.1, 0.1, 0.1], [0.2, -0.5, -0.7], [-0.1, 0.4, 0.4], [-0.1, -0.1, 0.0], [-0.1, -0.4, -0.4], [0.9, 0.3, 0.6], [-0.1, 0.2, 0.3], [0.0, 0.2, 0.1], [0.0, 0.0, 0.2], [-0.2, 0.0, 0.1], [-0.1, -0.3, 0.1], [-0.3, -0.3, -0.3], [-0.2, 0.3, -0.3], [-1.2, -0.3, -0.1], [0.6, 0.0, -0.2], [-0.4, -0.1, 0.1], [0.0, 0.3, 0.1], [0.0, -0.7, -0.7], [0.3, 0.2, 0.0], [0.3, 0.2, 0.0], [0.3, -0.1, 0.1], [0.0, 0.0, 0.1], [0.0, 0.2, 0.1], [0.0, 0.0, 0.3], [-0.1, 0.3, 0.2], [-0.5, -0.5, -0.4], [0.2, 0.2, 0.3], [0.0, 0.1, -0.1], [-0.3, 0.1, 0.0], [-0.6, 0.3, -1.0], [0.2, 0.0, 0.2], [0.1, 0.1, 0.1], [0.1, 0.0, 0.0], [0.2, -0.2, 0.2], [0.4, 0.1, 0.2], [0.1, -0.4, 0.2], [0.1, 0.1, 0.1]], "mulliken_charge": [-0.80, -0.07, 0.58, -0.66, -0.19, -0.91, -0.47, 0.38, 0.18, 0.25, 0.29, 0.28, 0.31, -0.68, 0.67, -0.74, 0.50, -1.06, -0.20, 0.31, 0.37, -0.17, 0.32, 0.33, 0.23, -0.95, 0.66, -0.66, -0.14, -0.87, 0.26, 0.25, 0.30, 0.26, 0.30, 0.28, 0.30, -0.84, 0.63, -0.61, -0.17, -0.89, 0.28, 0.03, 0.42, 0.24, 0.30, 0.26, 0.32, -1.08, 0.82, -0.66, -0.10, -0.81, 0.23, 0.31, 0.32, 0.18, 0.31, 0.17, 0.33]}

Entry 3:
{"formula": "C15H35CuN6O8", "method": "ωB97M-V/def2-TZVPD", "relative_energy_ev": 0.000, "spin_multiplicity": 2, "total_charge": 1, "homo_lumo_gap_ev": [9.50, 7.58], "molar_mass_g_mol": 491.02, "symbols": ["Cu", "N", "O", "O", "O", "C", "C", "O", "N", "C", "H", "H", "H", "H", "H", "H", "H", "C", "C", "O", "N", "C", "H", "H", "H", "H", "H", "H", "H", "C", "C", "O", "N", "C", "H", "H", "H", "H", "H", "H", "H", "C", "C", "O", "N", "C", "H", "H", "H", "H", "H", "H", "H", "C", "C", "O", "N", "C", "H", "H", "H", "H", "H", "H", "H"], "coordinates": [[0.450, 0.365, 0.650], [1.311, 1.605, 2.951], [1.794, 1.622, 1.750], [0.529, 0.667, 3.210], [1.578, 2.515, 3.724], [4.746, 0.217, 0.335], [3.688, -0.869, 0.355], [2.498, -0.602, 0.165], [4.125, -2.128, 0.293], [3.416, -3.410, 0.184], [4.767, 0.686, 1.319], [4.631, 0.892, -0.508], [5.758, -0.174, 0.203], [5.020, -2.245, 0.748], [3.891, -3.947, 1.000], [3.576, -3.823, -0.813], [2.338, -3.266, 0.244], [1.022, 4.007, -2.039], [1.235, 2.510, -1.971], [0.847, 1.859, -1.008], [1.830, 1.997, -3.054], [2.183, 0.621, -3.373], [1.821, 4.606, -1.607], [0.048, 4.300, -1.658], [0.990, 4.276, -3.099], [2.138, 2.694, -3.711], [3.042, 0.333, -2.766], [2.364, 0.462, -4.431], [1.364, -0.039, -3.085], [-3.054, 2.608, 2.028], [-2.373, 2.240, 0.721], [-1.328, 1.601, 0.765], [-2.894, 2.751, -0.403], [-2.436, 2.630, -1.771], [-2.278, 3.069, 2.644], [-3.461, 1.757, 2.564], [-3.705, 3.473, 1.889], [-3.656, 3.400, -0.298], [-3.253, 2.122, -2.295], [-1.558, 1.998, -1.878], [-2.366, 3.600, -2.260], [-1.663, -3.476, 1.706], [-1.465, -2.071, 2.211], [-0.752, -1.261, 1.625], [-2.231, -1.810, 3.274], [-2.415, -0.592, 4.031], [-2.677, -3.869, 1.796], [-0.975, -4.234, 2.084], [-1.519, -3.530, 0.624], [-2.664, -2.659, 3.602], [-3.410, -0.251, 4.309], [-1.885, 0.202, 3.504], [-1.900, -0.734, 4.984], [0.159, -2.694, -2.272], [-0.733, -1.712, -1.542], [-0.263, -0.753, -0.931], [-2.036, -1.902, -1.702], [-3.072, -1.103, -1.006], [-0.204, -2.921, -3.273], [0.109, -3.635, -1.716], [1.190, -2.353, -2.288], [-2.311, -2.772, -2.127], [-4.020, -1.599, -1.198], [-2.990, -0.125, -1.474], [-2.911, -1.126, 0.069]], "forces_ev_per_angstrom": [[1.2, 0.7, 0.2], [-0.6, 0.6, 0.5], [-1.0, -0.6, -0.6], [0.4, 0.4, 0.0], [0.0, -1.0, -0.6], [0.9, -0.7, 0.9], [-1.1, 0.6, -1.9], [-0.4, -0.1, 0.3], [1.2, -0.6, 0.8], [0.0, 1.4, -0.1], [-0.3, 0.6, -0.3], [-0.6, 0.2, 0.3], [-0.1, -0.4, 0.1], [0.2, 0.1, -0.5], [-0.7, -1.0, -0.3], [0.4, -0.3, 0.2], [0.1, 0.0, 0.6], [-0.2, 0.2, -1.2], [-0.3, 0.1, 0.9], [0.1, -0.3, -0.1], [0.4, 0.2, -1.3], [-0.4, -0.3, 1.2], [0.0, -0.3, 0.4], [0.2, -0.2, 0.5], [0.1, 0.2, 0.0], [0.0, -0.1, -0.1], [0.1, -0.2, -0.2], [0.1, 0.4, 0.0], [0.0, 0.1, 0.1], [0.7, 1.2, -0.4], [0.5, 0.4, 0.8], [0.1, -0.7, -0.4], [-0.2, 0.6, 0.1], [-0.9, -0.8, -0.4], [0.2, -0.5, 0.1], [-0.3, 0.1, -0.2], [-0.7, -0.6, 0.0], [-0.1, -0.2, 0.2], [0.2, -0.1, -0.3], [0.2, 0.3, 0.3], [0.5, 0.1, 0.2], [0.1, -1.0, -1.3], [-0.1, 0.5, -0.4], [0.0, -0.2, 0.2], [-1.1, -0.6, 0.2], [1.6, 0.5, 0.6], [0.0, 0.2, 0.6], [0.1, 0.3, 0.4], [0.3, 0.5, 0.0], [-0.3, 0.3, 0.3], [-0.4, -0.6, -0.7], [0.0, 0.0, 0.1], [0.1, 0.2, 0.0], [-0.2, -0.4, 0.5], [0.9, 0.5, -0.6], [-0.1, 0.2, 0.1], [-0.9, -0.4, 0.7], [0.8, -0.9, -0.7], [0.0, 0.2, -0.1], [0.2, 0.0, 0.0], [-0.1, 0.1, 0.0], [-0.1, 0.1, -0.1], [-0.1, 0.3, -0.2], [-0.5, 0.3, 0.6], [0.2, 0.5, 0.0]], "mulliken_charge": [1.27, 1.06, -0.50, -0.55, -0.63, -1.06, 0.58, -0.80, -0.23, -0.62, 0.29, 0.19, 0.42, 0.26, 0.35, 0.25, 0.07, -1.35, 0.57, -0.44, -0.16, -0.46, 0.30, 0.25, 0.48, 0.23, 0.18, 0.42, -0.12, -1.21, 0.57, -0.24, -0.15, -0.95, 0.33, 0.12, 0.43, 0.23, 0.39, 0.17, 0.36, -1.14, 0.43, -0.26, -0.15, -0.61, 0.41, 0.36, 0.10, 0.20, 0.33, 0.01, 0.30, -1.55, 0.62, 0.34, -0.11, -0.42, 0.39, 0.40, 0.31, 0.26, 0.42, 0.01, 0.06]}

Entry 4:
{"formula": "C15H35F3NO9P2", "method": "ωB97M-V/def2-TZVPD", "total_charge": -1, "homo_lumo_gap_ev": 1.74, "molar_mass_g_mol": 492.38, "symbols": ["N", "C", "C", "O", "C", "F", "F", "F", "H", "H", "H", "H", "H", "O", "P", "O", "C", "C", "O", "C", "C", "O", "C", "C", "H", "H", "H", "H", "H", "H", "H", "H", "H", "H", "H", "H", "H", "H", "H", "O", "P", "O", "C", "C", "O", "C", "C", "O", "C", "C", "H", "H", "H", "H", "H", "H", "H", "H", "H", "H", "H", "H", "H", "H", "H"], "coordinates": [[3.067, -4.981, -3.003], [1.844, -5.222, -2.099], [0.476, -5.190, -2.994], [0.006, -6.609, -3.122], [-0.771, -4.343, -2.358], [-1.914, -5.201, -1.883], [-1.351, -3.539, -3.498], [-0.408, -3.357, -1.316], [2.808, -4.393, -3.824], [1.912, -4.427, -1.245], [2.005, -6.300, -1.634], [0.688, -4.829, -4.103], [0.170, -6.919, -4.067], [2.726, -1.199, -2.375], [2.823, 0.005, -1.406], [2.156, 1.088, -2.467], [0.738, 1.094, -2.549], [0.095, 1.572, -1.258], [4.433, 0.231, -1.777], [5.228, -0.802, -2.352], [5.185, -0.731, -3.872], [2.930, 1.351, -0.324], [4.153, 2.029, -0.055], [4.590, 2.954, -1.185], [0.380, 0.093, -2.810], [0.460, 1.769, -3.364], [0.303, 0.879, -0.436], [-0.990, 1.648, -1.369], [0.490, 2.550, -0.964], [4.927, -1.787, -1.978], [6.259, -0.649, -2.018], [4.165, -0.648, -4.258], [5.653, -1.615, -4.316], [5.717, 0.159, -4.223], [4.933, 1.307, 0.213], [3.987, 2.639, 0.840], [4.571, 2.484, -2.165], [5.606, 3.318, -1.003], [3.917, 3.816, -1.252], [-3.438, 2.905, 1.416], [-2.880, 2.272, 2.714], [-3.338, 0.729, 2.322], [-2.474, 0.021, 1.444], [-1.126, -0.267, 2.083], [-4.231, 2.737, 3.574], [-5.090, 3.781, 3.125], [-6.212, 3.219, 2.262], [-2.256, 1.564, 4.164], [-2.912, 1.677, 5.422], [-4.129, 0.768, 5.550], [-2.348, 0.588, 0.516], [-2.966, -0.923, 1.192], [-0.582, 0.661, 2.288], [-0.507, -0.882, 1.424], [-1.250, -0.786, 3.038], [-4.525, 4.563, 2.606], [-5.525, 4.253, 4.010], [-5.842, 2.542, 1.486], [-6.772, 4.026, 1.780], [-6.902, 2.633, 2.875], [-3.156, 2.726, 5.627], [-2.185, 1.382, 6.188], [-4.813, 0.833, 4.707], [-4.689, 1.013, 6.458], [-3.818, -0.280, 5.604]], "forces_ev_per_angstrom": [[-1.6, -0.5, 0.5], [1.9, 0.6, -1.1], [0.3, -1.4, 0.2], [0.4, 1.1, -1.6], [-1.6, 1.0, -0.7], [3.6, 3.1, -1.0], [1.2, -1.9, 3.5], [-1.6, -3.2, -3.2], [-0.2, -0.3, 1.0], [-0.9, -1.3, -1.3], [-0.8, 2.1, -0.8], [-0.5, -0.1, 2.7], [-0.2, 0.9, 2.0], [-2.3, -1.0, 3.6], [4.2, 2.8, -6.1], [-1.1, 0.2, 0.1], [-0.1, 0.1, -0.1], [-0.1, 0.1, 0.1], [0.1, -0.1, 1.3], [0.0, -0.4, -0.3], [0.0, 0.1, -0.2], [-0.8, -1.9, 1.1], [0.6, -0.2, 0.4], [-0.3, 0.3, -0.2], [0.0, 0.0, 0.0], [0.2, -0.1, 0.0], [0.0, 0.0, 0.0], [0.0, 0.0, 0.0], [-0.1, -0.1, -0.1], [-0.1, 0.2, -0.3], [-0.1, 0.2, 0.1], [0.1, -0.2, 0.3], [-0.1, 0.1, 0.1], [0.1, 0.0, 0.0], [-0.1, 0.2, -0.2], [-0.3, -0.1, 0.0], [0.1, -0.2, 0.2], [-0.1, 0.0, 0.1], [0.1, 0.0, 0.1], [4.7, 1.0, 0.5], [-8.5, -3.4, 1.0], [0.9, 0.1, -0.3], [0.3, -0.5, -0.4], [0.0, -0.1, 0.1], [1.1, 0.7, 0.6], [-0.2, 0.1, -0.3], [-0.1, -0.2, 0.0], [1.6, 1.8, -1.7], [-0.2, 0.7, 0.8], [0.1, -0.5, -0.2], [0.0, 0.0, 0.0], [-0.1, 0.2, 0.1], [0.1, 0.0, 0.0], [-0.1, 0.1, 0.0], [0.0, 0.1, -0.2], [-0.1, -0.3, 0.0], [0.1, -0.2, 0.1], [0.1, 0.3, 0.1], [0.0, -0.1, 0.1], [0.0, 0.1, 0.0], [-0.1, -0.3, -0.1], [0.2, 0.0, -0.3], [0.1, 0.2, 0.0], [0.2, 0.0, 0.0], [0.0, 0.2, 0.1]], "mulliken_charge": [-0.83, -0.06, -0.24, -0.53, 0.77, -0.29, -0.32, -0.24, 0.13, 0.04, 0.22, 0.31, 0.30, -0.74, 1.04, -0.32, -0.41, -0.69, -0.44, -0.50, -1.13, -0.30, -0.20, -1.05, 0.28, 0.29, 0.01, 0.45, 0.22, 0.42, 0.33, 0.26, 0.37, 0.32, 0.26, 0.35, 0.23, 0.35, 0.32, -0.73, 1.11, -0.36, -0.12, -1.07, -0.41, -0.38, -1.10, -0.33, -0.17, -1.03, 0.18, 0.28, 0.31, 0.33, 0.32, 0.35, 0.35, 0.30, 0.36, 0.30, 0.26, 0.36, 0.23, 0.35, 0.33]}

Calculated DFT total energy, -99347.1952 -46338.4044 -86075.7597 -62763.8607 eV (same order as the records).